The following is a DFT calculation (wB97M-V/def2-TZVPD) of the molecule C9H17NOSi at a distorted geometry.

The value obtained for the LUMO energy is 0.02878 Eh. The value obtained for the HOMO-LUMO gap is 10.775 eV. As for the total charge: 0. As for the SMILES: C[Si](C)(C)O[C@@H](C#N)C1CCC1.

Geometry (Å):
C (0.55440, 2.69593, 1.00533)
Si (1.41326, 1.03144, 0.91899)
C (2.57269, 0.93845, 2.40678)
C (2.63481, 1.14516, -0.45283)
O (0.37910, -0.28571, 0.81681)
C (-0.85266, -0.06781, 0.07663)
C (-0.70775, 0.67199, -1.16235)
N (-0.55625, 1.28567, -2.13654)
C (-1.53101, -1.44157, -0.05778)
C (-2.90113, -1.48356, -0.83464)
C (-2.35031, -2.71174, -1.65022)
C (-0.92061, -2.33868, -1.18881)
H (0.18499, 2.89459, 1.99075)
H (1.25700, 3.51226, 0.72140)
H (-0.32410, 2.75365, 0.32049)
H (1.98014, 0.84173, 3.30777)
H (3.28497, 0.11538, 2.31695)
H (3.14052, 1.83758, 2.48172)
H (3.32112, 0.30572, -0.60728)
H (3.20001, 2.05487, -0.28291)
H (1.99203, 1.23254, -1.34210)
H (-1.47116, 0.54816, 0.74987)
H (-1.58876, -2.00767, 0.89216)
H (-3.76595, -1.71467, -0.20025)
H (-3.05287, -0.62287, -1.48884)
H (-2.48581, -2.68363, -2.71615)
H (-2.68873, -3.65091, -1.18779)
H (-0.40370, -1.68367, -1.88705)
H (-0.31423, -3.17263, -0.81014)

Cartesian forces (eV/Å) of the 3 atoms listed first:
C -0.54 0.06 -1.19
Si 1.85 0.49 0.94
C -1.15 -1.05 -0.18

The following is a DFT calculation (wB97M-V/def2-TZVPD) of the ion C4H6NO4S with charge -1 at a distorted geometry.

The value obtained for the LUMO energy is 0.13171 Eh. The value obtained for the HOMO-LUMO gap is 8.973 eV. As for the total charge: -1. As for the SMILES: CC(=O)CC(=O)N=[S@@H](=O)[O-].

Geometry (Å):
C (-2.57521, 0.26249, 0.01857)
C (-1.40742, -0.49877, -0.46174)
O (-1.39416, -1.05378, -1.53952)
C (-0.15995, -0.34282, 0.40552)
C (0.59551, 0.97748, -0.08522)
O (-0.18334, 1.93594, -0.19609)
N (1.90885, 0.96490, -0.20678)
S (2.85297, -0.31468, -0.00581)
O (4.10749, -0.06756, -0.69251)
O (2.93248, -0.82222, 1.32395)
H (-3.40356, 0.21522, -0.71070)
H (-2.53305, 1.41651, 0.12311)
H (-2.80067, -0.10033, 1.07177)
H (0.55796, -1.21010, 0.54218)
H (-0.71470, -0.12164, 1.37210)
H (2.21679, -1.24062, -0.95882)

Cartesian forces (eV/Å) of the 3 atoms listed first:
C -2.17 1.93 1.11
C 2.08 0.61 -1.21
O -0.34 -0.43 0.11

The following is a DFT calculation (wB97M-V/def2-TZVPD) of the molecule C3H4N2OS at a distorted geometry.

The value obtained for the LUMO energy (alpha / beta) is -0.04097 / -0.04104 Eh. The value obtained for the HOMO-LUMO gap (alpha / beta) is 6.584 / 6.581 eV. As for the total charge: 0.

Geometry (Å):
C (0.00933, -0.84166, 0.11534)
C (0.99333, -0.02681, -0.08346)
C (-1.49045, -0.52448, 0.09821)
N (-1.77981, 0.75188, -0.09947)
N (2.28767, 0.27433, 0.01921)
O (-2.22936, -1.47660, 0.01839)
S (-0.73818, 2.09015, -0.08966)
H (0.20154, -1.91416, 0.15884)
H (-2.76417, 0.84970, -0.29512)
H (2.93182, -0.25741, 0.75558)
H (2.57827, 1.07504, -0.59786)

Cartesian forces (eV/Å) of the 3 atoms listed first:
C -0.52 -0.50 0.30
C 0.21 2.12 0.60
C 2.39 -1.17 -0.67

The following is a DFT calculation (wB97M-V/def2-TZVPD) of the ion C2H2O2P with charge -1 at a distorted geometry.

The value obtained for the LUMO energy (alpha / beta) is 0.13267 / 0.13247 Eh. The value obtained for the HOMO-LUMO gap (alpha / beta) is 8.057 / 8.054 eV. As for the total charge: -1. As for the SMILES: O=P1([O-])C=C1.

Geometry (Å):
O (1.50263, 0.11414, -1.17739)
P (0.35403, -0.59760, -0.53878)
O (0.09275, -1.99929, -0.92316)
C (0.02817, -0.14652, 1.18059)
C (-1.09466, 0.42765, -0.18223)
H (0.34386, 0.69803, 1.77069)
H (-1.22679, 1.50360, -0.12972)

Cartesian forces (eV/Å) of the 3 atoms listed first:
O -0.26 0.39 0.38
P 0.10 -0.24 -0.23
O -0.37 -0.42 0.14

The following is a DFT calculation (wB97M-V/def2-TZVPD) of the molecule C4H7NO.

The value obtained for the LUMO energy is 0.04019 Eh. The value obtained for the HOMO-LUMO gap is 10.925 eV. As for the total charge: 0. As for the SMILES: O=CNC1CC1.

Geometry (Å):
O (-1.79494, 0.40912, -2.27763)
C (-0.99109, -0.24522, -1.64535)
N (-1.10358, -0.52576, -0.30706)
C (0.05432, -0.62303, 0.54211)
C (0.38891, 0.62319, 1.31314)
C (1.27015, 0.18896, 0.18222)
H (-0.08915, -0.71119, -2.09111)
H (-1.91348, -0.08716, 0.11659)
H (0.22763, -1.57772, 1.03737)
H (-0.26570, 1.46997, 1.12148)
H (0.74059, 0.53684, 2.33530)
H (2.24704, -0.22622, 0.40810)
H (1.22931, 0.76821, -0.73517)

Cartesian forces (eV/Å) of the 3 atoms listed first:
O 0.29 -0.47 0.19
C -0.14 0.03 -0.04
N -0.14 0.23 -0.15

The following is a DFT calculation (wB97M-V/def2-TZVPD) of a structure of composition C35H37N3OPdSiTe.

The value obtained for the LUMO energy is -0.29115 Eh. The value obtained for the HOMO-LUMO gap is 5.827 eV. As for the total charge: +2.

Geometry (Å):
Pd (-0.07371, 0.05430, -0.30775)
C (-3.05273, 5.06492, 0.68485)
Si (-1.67135, 4.35560, 1.71304)
C (-2.26446, 3.89450, 3.42033)
C (-0.18933, 5.47891, 1.76270)
C (-1.13404, 2.77646, 0.88103)
C (-0.76250, 1.74028, 0.36401)
H (-3.35878, 6.03893, 1.07080)
H (-3.93041, 4.41617, 0.69782)
H (-2.73812, 5.19814, -0.35095)
H (-2.65834, 4.77238, 3.93590)
H (-1.45126, 3.48858, 4.02366)
H (-3.06358, 3.15277, 3.36906)
H (-0.44532, 6.41824, 2.25692)
H (0.15726, 5.71342, 0.75559)
H (0.63572, 5.02664, 2.31426)
C (1.03060, 0.29317, -6.88429)
N (0.79938, 0.15380, -5.45683)
C (0.77319, 1.23552, -4.49080)
C (0.49951, 0.45896, -3.22074)
O (0.41368, 1.03596, -2.11912)
N (0.39994, -0.84805, -3.46480)
C (0.58683, -0.98360, -4.80125)
N (0.54822, -2.17103, -5.39271)
H (1.16271, 1.34673, -7.11303)
H (0.17668, -0.07389, -7.45512)
H (1.93551, -0.23569, -7.18726)
H (-0.01781, 1.95996, -4.69252)
H (1.72974, 1.75849, -4.42383)
H (0.41046, -2.98909, -4.82495)
H (0.72813, -2.28640, -6.37487)
Te (1.46496, -2.10957, -0.95460)
C (3.07483, -0.97776, -1.71598)
C (3.94349, -1.61678, -2.59356)
C (5.03574, -0.92515, -3.10033)
C (5.25456, 0.39399, -2.73146)
C (4.38511, 1.02651, -1.85283)
C (3.29111, 0.34286, -1.34058)
C (2.33538, -2.45898, 0.95218)
C (2.53731, -3.77492, 1.35373)
C (3.10422, -4.03601, 2.59653)
C (3.46924, -2.98723, 3.42741)
C (3.26568, -1.67153, 3.02453)
C (2.69639, -1.40394, 1.78903)
H (3.78002, -2.64884, -2.87855)
H (5.71859, -1.42200, -3.77633)
H (6.10899, 0.92924, -3.12297)
H (4.55936, 2.05285, -1.55865)
H (2.63053, 0.85337, -0.65028)
H (2.26557, -4.59807, 0.70435)
H (3.27074, -5.05899, 2.90578)
H (3.92063, -3.19246, 4.38875)
H (3.55481, -0.85352, 3.67090)
H (2.54030, -0.37500, 1.48436)
C (-2.05344, -1.17028, 5.71796)
C (-2.84940, -0.61801, 4.71310)
C (-2.44137, -0.68401, 3.40087)
C (-1.22786, -1.32431, 3.08147)
C (-0.41707, -1.84779, 4.10984)
C (-0.83880, -1.78160, 5.41992)
C (-0.74900, -1.49256, 1.74822)
C (-1.38349, -1.05037, 0.61021)
C (-2.71297, -1.12437, 0.16367)
C (-3.41206, -2.34890, 0.32998)
C (-4.71118, -2.45960, -0.09927)
C (-5.34058, -1.35778, -0.68275)
C (-4.67421, -0.14566, -0.84728)
C (-3.36285, -0.01945, -0.44522)
H (-2.38251, -1.11285, 6.74704)
H (-3.77877, -0.12940, 4.96916)
H (-3.04064, -0.23145, 2.62221)
H (0.52828, -2.31287, 3.85442)
H (-0.23044, -2.19531, 6.21153)
H (0.24685, -1.92115, 1.67405)
H (-2.91198, -3.18849, 0.79565)
H (-5.24863, -3.38912, 0.02408)
H (-6.37034, -1.44522, -1.00422)
H (-5.18763, 0.69827, -1.28613)
H (-2.83327, 0.91915, -0.53914)

Cartesian forces (eV/Å) of the 3 atoms listed first:
Pd -0.07 -0.19 -0.09
C -0.01 0.01 0.03
Si 0.00 -0.01 -0.06

The following is a DFT calculation (wB97M-V/def2-TZVPD) of the molecule C4H4O2.

The value obtained for the LUMO energy is 0.02889 Eh. The value obtained for the HOMO-LUMO gap is 11.179 eV. As for the total charge: 0. As for the SMILES: C#CCOC=O.

Geometry (Å):
C (1.82099, -1.04568, -0.12240)
C (1.06034, -0.13300, -0.31375)
C (0.08172, 0.94864, -0.48399)
O (-1.25504, 0.60312, -0.10129)
C (-1.48087, -0.30839, 0.87322)
O (-2.58861, -0.53760, 1.27353)
H (2.50493, -1.84550, 0.05828)
H (0.00556, 1.23252, -1.53894)
H (0.39818, 1.83268, 0.08651)
H (-0.57822, -0.83390, 1.22914)

Cartesian forces (eV/Å) of the 3 atoms listed first:
C -0.25 0.46 -0.11
C 0.27 -0.43 0.12
C 0.14 0.02 -0.02

The following is a DFT calculation (wB97M-V/def2-TZVPD) of a cluster of 2 separate species, CH6O2 in total at a distorted geometry.

The value obtained for the LUMO energy is 0.02475 Eh. The value obtained for the HOMO-LUMO gap is 11.127 eV. As for the total charge: 0. As for the SMILES: CO.O.

Geometry (Å):
C (0.00000, 0.00000, 0.00000)
O (-0.07922, -1.06519, 0.93655)
H (0.56226, 0.89325, 0.32027)
H (-1.02771, 0.30539, -0.25915)
H (0.48176, -0.41443, -0.90153)
H (-0.53164, -0.68565, 1.71864)
O (-1.50497, -3.03294, 0.17567)
H (-1.81461, -2.47089, -0.57030)
H (-1.40160, -2.40934, 0.92979)

Cartesian forces (eV/Å) of the 3 atoms listed first:
C -0.36 -0.10 -0.90
O 0.15 1.38 1.42
H -0.09 -0.47 0.19

Energy above the lowest of the compared OMol25 structures with the same formula, charge and spin per entry: 5.79 28.16 81.63 65.53 32.02 0.00 40.41 10.69 kcal/mol